The following is a DFT calculation (ωB97M-V/def2-TZVPD) of a 3-piece molecular cluster, C3H12N3S overall in a non-equilibrium geometry.

Properties
LUMO in hartree: -0.1673
ΔE to the lowest compared entry with this formula, charge and spin in kcal/mol: 116.8
HOMO-LUMO gap in eV: 8.8

Structure (ORCA input):
```
! wB97M-V def2-TZVPD RIJCOSX def2/J DEFGRID3
* xyz 1 1
C -2.46 0.22 -2.43
C 0.64 1.15 1.84
C 0.05 -0.60 0.42
N -1.47 1.06 1.03
N -0.29 0.47 1.02
N 3.19 -1.93 -0.14
S 0.69 -1.84 -0.24
H -1.84 0.94 -2.00
H -2.13 -0.88 -2.48
H -2.38 0.35 -3.57
H 0.83 2.10 1.50
H 0.26 1.26 2.83
H 1.70 0.87 2.00
H -1.65 1.47 2.01
H -2.24 0.57 0.71
H 3.56 -1.82 0.81
H -3.47 0.44 -2.19
H 3.37 -1.04 -0.65
H 3.64 -2.79 -0.47
*
```

***

The following is a DFT calculation (ωB97M-V/def2-TZVPD) of a 2-piece molecular cluster, C3H12N3S overall in a non-equilibrium geometry.

Properties
LUMO in hartree: -0.1005
ΔE to the lowest compared entry with this formula, charge and spin in kcal/mol: 25.6
HOMO-LUMO gap in eV: 9.7

Structure (ORCA input):
```
! wB97M-V def2-TZVPD RIJCOSX def2/J DEFGRID3
* xyz 1 1
N -0.33 -3.34 0.13
C -0.70 -2.06 0.08
N -0.56 -1.34 -0.97
H 0.21 -3.79 -0.61
H -0.53 -3.92 0.96
H -1.12 -1.65 1.02
H -0.68 0.06 -1.08
H -0.15 -1.85 -1.76
C 0.50 1.73 -0.50
C 0.56 1.38 0.96
S 2.23 1.85 1.65
N -0.79 1.24 -1.06
H 0.61 2.82 -0.63
H 1.27 1.25 -1.07
H -0.27 1.87 1.51
H 0.47 0.32 1.10
H 1.78 2.27 2.82
H -1.61 1.52 -0.52
H -0.90 1.66 -2.04
*
```

***

The following is a DFT calculation (ωB97M-V/def2-TZVPD) of C3H12N4 as an isolated structure in a non-equilibrium geometry.

Properties
LUMO in hartree: 0.0302
ΔE to the lowest compared entry with this formula, charge and spin in kcal/mol: 101.4
HOMO-LUMO gap in eV: 8.7

Structure (ORCA input):
```
! wB97M-V def2-TZVPD RIJCOSX def2/J DEFGRID3
* xyz 0 1
C -0.27 -0.53 -2.11
N 0.22 -0.79 -0.75
N 1.28 -1.73 -0.64
H 0.44 0.37 -0.07
H 1.04 -2.59 -1.13
H 2.11 -1.34 -1.07
H -0.62 -1.44 -2.60
H -1.10 0.18 -2.04
H 0.53 -0.09 -2.70
C 0.60 1.60 0.57
C -0.99 0.30 1.97
N -1.58 -0.53 1.25
N -0.67 0.76 3.07
H -0.57 -1.07 -0.12
H -2.56 -0.67 1.44
H -0.13 1.60 3.16
H -0.17 2.34 0.77
H 1.07 1.96 -0.35
H 1.36 1.66 1.35
*
```

***

Question: Among the records above, which one has the lowest ΔE to the lowest compared entry with this formula, charge and spin?
Answer: number 2